A cluster of 2 separate species, C2H8O in total, computed with the ωB97M-V functional and the def2-TZVPD basis.

CARTESIAN COORDINATES (ANGSTROEM)
C1 0.53397 0.36302 -0.61559
C2 -0.80995 0.06009 -1.28834
H1 1.17249 0.77606 -1.41453
H2 1.02924 -0.52819 -0.19480
H3 0.43411 1.11916 0.18121
H4 -1.44763 -0.72933 -0.85617
H5 -0.50117 -0.25177 -2.30028
H6 -1.40377 0.98588 -1.37137
O1 0.69180 -0.77293 2.63434
H7 -0.17177 -1.19295 2.41968
H8 0.47273 0.17092 2.80585

Properties
SMILES = CC.O
HOMO energy = -11.423 eV
Energy = -156.2192 hartree
Frontier orbital gap = 0.45143 hartree

A cluster of 2 separate species, C2H8O2 in total, computed with the ωB97M-V functional and the def2-TZVPD basis.

CARTESIAN COORDINATES (ANGSTROEM)
C1 0.47195 1.45019 0.44813
O1 -0.38229 1.36436 -0.69966
H1 0.73324 2.50358 0.54916
H2 0.07342 0.97844 1.34631
H3 1.39019 0.88592 0.28524
H4 -1.16035 1.90660 -0.55068
C2 -0.33003 -1.16154 -0.07628
O2 0.17439 -2.54286 -0.12782
H5 0.39413 -0.40638 -0.38192
H6 -1.19938 -1.26217 -0.72606
H7 -0.58726 -0.94871 0.96133
H8 0.42198 -2.76743 -1.02774

Properties
SMILES = CO.CO
HOMO energy = -9.969 eV
Energy = -231.4086 hartree
Frontier orbital gap = 0.39676 hartree

A cluster of 3 separate species, C2H8O2 in total, computed with the ωB97M-V functional and the def2-TZVPD basis.

CARTESIAN COORDINATES (ANGSTROEM)
C1 0.33187 -1.01033 0.54745
C2 0.03625 -1.49920 1.73676
H1 0.24796 -1.59199 -0.35162
H2 0.55290 0.04298 0.40241
H3 -0.31797 -2.49142 2.01444
H4 0.01602 -0.87080 2.62386
O1 1.62715 0.87660 -1.89016
H5 1.10034 0.18532 -1.47736
H6 1.39428 0.84660 -2.82710
O2 -1.81998 2.16924 -0.16824
H7 -1.42230 1.53643 0.44492
H8 -1.74654 1.80656 -1.05537

Properties
SMILES = C=C.O.O
HOMO energy = -10.781 eV
Energy = -231.4303 hartree
Frontier orbital gap = 0.41838 hartree

A structure of composition C2H8O2, computed with the ωB97M-V functional and the def2-TZVPD basis.

CARTESIAN COORDINATES (ANGSTROEM)
C1 2.29041 0.29180 0.23565
C2 -2.04175 -0.47898 0.14747
H1 0.40507 0.14520 -0.55357
H2 3.08527 -0.59456 -0.07311
H3 2.64654 1.10056 -0.39434
H4 2.03862 0.50657 1.30054
H5 -1.99014 1.76283 -0.29394
H6 -1.29143 -0.90810 0.89122
H7 -2.85802 -0.15696 0.73198
H8 -2.15177 -1.27831 -0.51855
O1 1.13810 -0.62270 -0.28018
O2 -1.31012 0.69093 -0.14345

Properties
HOMO energy = -9.847 eV
Energy = -231.3213 hartree
Frontier orbital gap = 0.36635 hartree

A cluster of 3 separate species, C2H8O2 in total, computed with the ωB97M-V functional and the def2-TZVPD basis.

CARTESIAN COORDINATES (ANGSTROEM)
C1 -1.11002 0.09117 0.31544
C2 -2.42029 0.24241 0.15601
H1 -0.70206 -0.42718 1.05776
H2 -0.44753 0.39842 -0.47805
H3 -3.15204 -0.17528 0.87721
H4 -2.94775 0.44460 -0.82429
O1 2.36269 -1.79609 0.10751
H5 1.94708 -2.07180 0.89040
H6 2.25449 -0.95645 -0.29739
O2 1.66688 1.15450 -0.61225
H7 1.03272 1.34850 -1.30282
H8 1.51584 1.74720 0.11046

Properties
SMILES = C=C.O.O
HOMO energy = -10.344 eV
Energy = -231.4125 hartree
Frontier orbital gap = 0.40520 hartree

A cluster of 2 separate species, C2H8O2 in total, computed with the ωB97M-V functional and the def2-TZVPD basis.

CARTESIAN COORDINATES (ANGSTROEM)
C1 -0.78037 -1.11271 -0.56133
O1 -1.38805 0.05639 -0.94731
H1 -1.12985 -1.35294 0.44279
H2 -1.08642 -1.72307 -1.41097
H3 0.30833 -1.09637 -0.61205
H4 -1.43705 0.04544 -1.90599
C2 1.05179 0.48762 0.79225
O2 0.40412 1.61573 1.47806
H5 0.64062 0.52901 -0.21638
H6 2.13232 0.62335 0.74600
H7 0.83402 -0.45827 1.28818
H8 0.45054 2.38582 0.90674

Properties
SMILES = CO.CO
HOMO energy = -9.988 eV
Energy = -231.4018 hartree
Frontier orbital gap = 0.39739 hartree

A cluster of 2 separate species, C2H8O2 in total, computed with the ωB97M-V functional and the def2-TZVPD basis.

CARTESIAN COORDINATES (ANGSTROEM)
C1 -16.79535 -5.79335 -18.23555
O1 -15.91601 -6.57244 -19.04015
H1 -17.49323 -6.40477 -17.66351
H2 -16.27040 -5.26325 -17.44086
H3 -17.25430 -5.04627 -18.88311
H4 -15.04316 -6.21676 -18.85781
C2 -17.17903 -6.40631 -21.98512
O2 -17.28002 -7.59287 -21.16670
H5 -16.47985 -6.50355 -22.81566
H6 -18.14985 -6.02013 -22.29576
H7 -16.79092 -5.66322 -21.28850
H8 -16.64032 -7.52186 -20.45441

Properties
Net charge = +1
HOMO energy (alpha / beta) = -15.655 / -15.652 eV
Spin multiplicity = 2
Energy = -231.0605 hartree
Frontier orbital gap (alpha / beta) = 0.45053 / 0.19428 hartree
⟨S²⟩ = 0.7539

The molecule C2H8O2Si, computed with the ωB97M-V functional and the def2-TZVPD basis.

CARTESIAN COORDINATES (ANGSTROEM)
C1 -1.34372 -0.23478 -0.88884
Si1 0.34945 0.01674 -0.16704
C2 0.29299 0.23013 1.68816
O1 1.23292 -1.38650 -0.42954
O2 0.89014 1.38270 -0.96791
H1 -1.54395 -1.28727 -0.81531
H2 -1.33505 0.08503 -1.91506
H3 -2.12782 0.31776 -0.30593
H4 -0.06888 -0.74869 2.10977
H5 1.28579 0.39596 2.06430
H6 -0.37774 0.99809 2.07489
H7 2.21486 -1.32737 -0.57272
H8 0.53099 1.55820 -1.87475

Properties
SMILES = C[Si](C)(O)O
HOMO energy = -10.307 eV
Energy = -521.0858 hartree
Frontier orbital gap = 0.40004 hartree

A cluster of 3 separate species, C2H8O3 in total, computed with the ωB97M-V functional and the def2-TZVPD basis.

CARTESIAN COORDINATES (ANGSTROEM)
C1 -0.21743 1.68962 -0.46030
C2 -0.83026 0.47416 -0.68793
O1 -0.73018 -0.62111 -0.03132
H1 -0.67985 2.64746 -0.73816
H2 0.75238 1.71049 0.19160
H3 -1.59387 0.54758 -1.40328
H4 0.10953 -1.09391 -0.31691
O2 -1.45877 -2.29104 2.71581
H5 -1.64115 -2.35507 3.71423
H6 -2.19399 -2.18314 2.16601
O3 2.68332 0.58908 -2.09665
H7 2.72536 1.17005 -1.29661
H8 3.07491 -0.28416 -1.75648

Properties
SMILES = C=CO.O.O
HOMO energy = -8.991 eV
Energy = -306.6335 hartree
Frontier orbital gap = 0.35082 hartree

A cluster of 3 separate species, C2H8O4 in total, computed with the ωB97M-V functional and the def2-TZVPD basis.

CARTESIAN COORDINATES (ANGSTROEM)
C1 -0.04812 -1.38215 2.12847
C2 0.29834 -0.83355 0.78433
O1 0.64048 0.29432 0.53567
O2 -0.24088 -1.67199 -0.14660
H1 0.48609 -2.37167 2.25665
H2 0.33072 -0.74354 2.92371
H3 -1.11424 -1.59854 2.15586
H4 -0.28843 -1.20453 -1.02446
O3 -0.83035 0.16745 -1.89353
H5 -1.55936 0.64542 -1.49326
H6 -0.22389 0.87179 -2.16914
O4 0.97753 2.36135 -1.54575
H7 0.63195 2.20646 -0.65513
H8 0.94016 3.25919 -1.85682

Properties
SMILES = CC(=O)O.O.O
HOMO energy = -10.255 eV
Energy = -381.9819 hartree
Frontier orbital gap = 0.39711 hartree

Computed strongest force on any atom (eV/A) in order:
1.21; 2.45; 1.22; 6.63; 4.76; 2.75; 3.56; 1.65; 7.17; 2.92
Computed molar mass (g mol⁻¹) in order:
48.09; 64.08; 64.08; 64.08; 64.08; 64.08; 64.08; 92.17; 80.08; 96.08
Computed ΔE to the lowest compared entry with this formula, charge and spin (kcal per mole) in order:
3.68; 33.69; 20.10; 88.49; 31.26; 37.95; 13.67; 0.00; 47.92; 10.07